No. 1
# C25H34BBr27F3N4O2

A molecular structure, C25H34BBr27F3N4O2 in a non-equilibrium geometry (the ωB97M-V functional and the def2-TZVPD basis, the Open Molecules 2025 dataset).

Summary:
Molecular weight in g mol⁻¹: 2647.8
Orbital gap in eV: 6.3
Charge: +1
Electronic energy in hartree: -71164.430073
E_LUMO in eV: -4.474
E_HOMO in eV: -10.82

Structure (XYZ):
```
96
Properties=species:S:1:pos:R:3:lowdin_charge:R:1
C 0.797 0.419 2.965 -0.21
C 0.042 -0.771 3.061 -0.06
C -1.009 -2.020 2.831 -0.20
C -2.218 -1.635 1.751 -0.19
C -1.574 -1.842 0.256 -0.22
C -2.056 -0.706 -0.847 -0.06
C -0.998 0.463 -1.298 0.11
C -1.530 1.549 -2.454 0.00
C -0.428 2.678 -2.923 -0.14
O -0.901 4.069 -2.853 -0.04
C -1.142 4.515 -1.473 -0.24
F -0.448 3.731 -0.425 0.05
F -2.613 4.690 -1.229 -0.01
F -0.570 5.911 -1.388 0.00
C -3.072 1.423 -3.086 0.11
B -3.597 2.479 -4.278 -0.35
O -4.526 3.601 -4.038 -0.01
C -2.975 2.238 -5.788 -0.16
C -3.584 0.940 -6.582 -0.13
N -4.021 0.311 -2.592 -0.05
C -5.444 0.123 -3.085 -0.08
C -6.525 1.072 -2.238 -0.55
N -5.935 1.489 -0.895 0.06
N -7.083 2.215 -3.056 0.04
N -7.732 0.176 -1.891 0.02
C -3.546 -0.700 -1.532 0.11
H 1.391 1.434 2.856 -0.01
H -0.391 -2.894 2.302 0.07
H -1.492 -2.396 3.837 0.12
H -3.141 -2.357 1.945 0.13
H -2.470 -0.501 1.915 0.12
H -0.385 -1.765 0.321 0.08
H -1.777 -2.948 -0.144 0.11
H 0.076 0.500 -0.827 0.13
H -0.219 2.461 -4.078 0.15
H 0.629 2.504 -2.396 0.16
H -4.996 3.866 -4.890 0.13
H -3.061 3.221 -6.428 0.12
H -1.805 2.035 -5.667 0.11
H -4.325 1.266 -7.459 0.10
H -2.713 0.342 -7.138 0.10
H -4.168 0.180 -5.906 0.06
H -5.757 -0.996 -2.811 0.14
H -5.580 0.215 -4.244 0.13
H -5.485 2.420 -1.038 0.08
H -6.790 1.588 -0.269 0.11
H -7.150 3.067 -2.425 0.10
H -8.041 2.002 -3.442 0.09
H -8.022 -0.388 -2.720 0.08
H -7.498 -0.433 -1.069 0.09
H -4.297 -1.541 -1.187 0.14
C 0.553 -5.750 -1.237 -1.58
Br 0.841 -4.352 0.085 0.61
Br -1.053 -6.781 -0.861 0.57
Br 0.553 -5.043 -3.049 0.52
H 1.401 -6.440 -1.163 -0.02
C 3.837 -4.694 -5.987 -1.58
Br 4.045 -6.040 -4.598 0.55
Br 4.328 -5.380 -7.739 0.59
Br 2.050 -3.924 -5.986 0.52
H 4.535 -3.883 -5.754 -0.02
C 3.105 2.723 5.489 -1.53
Br 4.719 1.968 6.269 0.58
Br 3.508 3.938 4.024 0.55
Br 1.844 1.341 4.956 0.74
H 2.619 3.315 6.271 -0.02
C 4.688 -1.950 7.594 -1.59
Br 6.355 -2.683 8.277 0.54
Br 3.779 -3.198 6.411 0.53
Br 3.526 -1.335 9.029 0.53
H 4.947 -1.071 6.994 -0.07
C 3.117 8.254 4.247 -1.60
Br 5.058 8.368 4.265 0.56
Br 2.460 7.345 2.658 0.52
Br 2.424 7.452 5.878 0.54
H 2.736 9.280 4.209 -0.02
C 1.906 -5.817 9.748 -1.59
Br 0.484 -4.731 8.984 0.54
Br 3.059 -6.570 8.374 0.54
Br 2.921 -4.841 11.090 0.55
H 1.426 -6.658 10.259 -0.02
C -3.027 8.415 -2.807 -1.59
Br -4.048 9.926 -3.484 0.57
Br -2.917 8.428 -0.865 0.58
Br -3.706 6.721 -3.482 0.60
H -2.006 8.524 -3.186 -0.02
C 8.158 -5.619 -8.503 -1.63
Br 7.728 -7.304 -9.373 0.55
Br 8.616 -5.868 -6.629 0.54
Br 9.540 -4.641 -9.462 0.56
H 7.253 -5.004 -8.532 -0.07
C 9.853 -4.821 10.336 -1.60
Br 10.141 -3.423 11.658 0.56
Br 8.247 -5.852 10.711 0.55
Br 9.853 -4.114 8.523 0.53
H 10.701 -5.510 10.410 -0.02
```

---

No. 2
# C15H17ClN2O4

C15H17ClN2O4 in the gas phase (the ωB97M-V functional and the def2-TZVPD basis, the Open Molecules 2025 dataset).

Summary:
ΔE to the lowest compared entry with this formula, charge and spin in kJ/mol: 91.1
Molecular weight in g mol⁻¹: 324.8
Orbital gap in eV: 9.0
Electronic energy in hartree: -1452.491566
E_LUMO in eV: 0.695
E_HOMO in eV: -8.30

Structure (XYZ):
```
39
Properties=species:S:1:pos:R:3:lowdin_charge:R:1
O 0.594 0.299 -1.294 0.09
C 0.932 0.277 -0.132 -0.48
C 0.076 0.887 0.988 -0.04
N -1.210 1.299 0.475 0.02
C -1.377 2.617 0.169 -0.39
O -0.557 3.465 0.443 0.09
C -2.665 2.936 -0.572 -0.06
O -3.769 2.142 -0.198 0.00
C -3.495 0.809 -0.105 -0.20
C -4.531 -0.097 -0.272 0.01
C -4.299 -1.457 -0.173 -0.11
C -3.013 -1.900 0.080 -0.67
Cl -2.694 -3.595 0.181 0.67
C -1.966 -1.012 0.268 -0.03
C -2.201 0.355 0.194 -0.12
N 2.059 -0.311 0.320 0.07
C 3.103 -0.754 -0.574 -0.12
C 4.318 0.183 -0.468 -0.31
C 5.519 -0.320 -1.280 -0.13
C 6.347 -1.057 -0.229 -0.16
C 6.069 -0.214 1.013 -0.19
O 4.731 0.234 0.895 -0.11
H 0.573 1.796 1.344 0.14
H -0.049 0.189 1.818 0.14
H -2.945 3.974 -0.379 0.14
H -2.457 2.818 -1.648 0.15
H -5.518 0.284 -0.477 0.12
H -5.104 -2.162 -0.302 0.10
H -0.978 -1.396 0.456 0.11
H 2.364 -0.147 1.268 0.14
H 3.398 -1.772 -0.302 0.13
H 2.697 -0.743 -1.587 0.13
H 4.006 1.191 -0.772 0.15
H 6.082 0.523 -1.680 0.12
H 5.209 -0.959 -2.104 0.12
H 5.974 -2.072 -0.090 0.11
H 7.405 -1.099 -0.472 0.11
H 6.743 0.654 1.050 0.12
H 6.158 -0.770 1.949 0.12
```

---

No. 3
# H20O10

10 unconnected molecules or ions with the total composition H20O10 in a non-equilibrium geometry (the ωB97M-V functional and the def2-TZVPD basis, the Open Molecules 2025 dataset).

Summary:
ΔE to the lowest compared entry with this formula, charge and spin in kJ/mol: 478.1
Molecular weight in g mol⁻¹: 180.1
Orbital gap in eV: 10.4
Electronic energy in hartree: -764.299821
E_LUMO in eV: 0.124
E_HOMO in eV: -10.32

Structure (XYZ):
```
30
Properties=species:S:1:pos:R:3:lowdin_charge:R:1
O -0.745 -0.732 0.553 -0.15
H -0.298 -1.571 0.977 0.07
H -0.018 -0.435 -0.011 0.01
O -1.310 3.226 2.216 -0.03
H -0.625 2.705 2.495 -0.03
H -1.087 3.594 1.336 0.06
O -1.676 -2.405 2.068 -0.08
H -2.549 -2.667 2.285 0.01
H -1.415 -1.580 2.618 0.10
O 0.122 -2.387 -1.012 -0.06
H -0.854 -2.319 -1.109 0.08
H 0.496 -2.365 -1.855 0.01
O 1.668 3.515 -1.202 -0.06
H 1.156 4.081 -1.726 0.01
H 2.571 3.450 -1.648 0.10
O -4.313 -1.754 -1.119 -0.04
H -4.888 -0.962 -1.134 0.05
H -4.464 -2.048 -0.248 0.00
O 4.912 -2.251 0.219 -0.03
H 4.591 -3.112 0.345 0.00
H 4.071 -1.747 0.135 0.02
O 2.778 1.707 0.378 -0.09
H 1.911 2.096 0.301 0.00
H 2.951 1.462 1.361 0.10
O -3.426 1.842 -1.233 0.00
H -3.669 1.744 -0.332 0.02
H -3.355 1.055 -1.664 -0.03
O 2.105 -0.684 -1.010 -0.03
H 2.301 -0.419 -0.102 0.02
H 2.255 -1.580 -0.894 -0.02
```

---

No. 4
# C7H9AuI2N3SSbSe4

A molecular structure, C7H9AuI2N3SSbSe4 in a non-equilibrium geometry (the ωB97M-V functional and the def2-TZVPD basis, the Open Molecules 2025 dataset).

Summary:
Molecular weight in g mol⁻¹: 1055.6
Orbital gap in eV: 4.2
Charge: +2
Electronic energy in hartree: -11411.016466
E_LUMO in eV: -9.967
E_HOMO in eV: -14.21

Structure (XYZ):
```
28
Properties=species:S:1:pos:R:3:lowdin_charge:R:1
Au -0.412 -0.396 -0.485 0.73
I -1.145 1.680 -3.230 0.73
C -1.335 3.401 -1.961 -1.10
I -0.614 3.120 0.041 0.72
H -2.384 3.669 -1.899 -0.03
H -0.752 4.200 -2.404 -0.03
Se -0.297 -3.735 4.937 0.10
Sb 1.591 -2.304 5.288 0.23
Se 1.974 -0.075 6.071 0.13
Se 3.562 -2.840 3.313 0.23
Se 2.801 -1.672 1.657 0.29
S -4.245 -1.048 1.836 1.11
C -4.547 -0.428 0.270 -0.34
C -3.389 -0.271 -0.417 -0.25
N -2.277 -0.621 0.283 -0.25
C -2.586 -1.054 1.482 -0.46
H -5.539 -0.215 -0.070 0.08
H -3.298 0.079 -1.429 0.07
H -1.854 -1.386 2.191 0.07
N 2.257 0.852 -1.030 0.00
C 3.434 0.694 -1.645 -0.06
C 3.403 -0.526 -2.286 -0.03
C 2.143 -1.048 -2.008 -0.15
N 1.458 -0.202 -1.242 -0.24
H 1.943 1.642 -0.482 0.08
H 4.210 1.429 -1.586 0.13
H 4.184 -0.970 -2.865 0.11
H 1.713 -1.974 -2.330 0.12
```